# C31H56F6O14S7

A 6-piece molecular cluster, C31H56F6O14S7 overall at a distorted geometry (ωB97M-V/def2-TZVPD, OMol25).

```
114
Properties=species:S:1:pos:R:3:mulliken_charge:R:1
O -1.074 -2.882 -1.884 -0.708
S 0.345 -2.917 -1.775 1.210
O 0.848 -1.623 -1.416 -0.223
O 0.851 -4.066 -0.836 -0.357
C 2.201 -4.526 -1.300 1.468
C 2.484 -5.809 -0.540 -1.996
C 3.660 -6.620 -1.041 -0.087
F 3.782 -7.716 -0.187 -0.401
C 3.089 -3.322 -0.813 -1.832
C 4.464 -3.599 -0.227 -1.387
C 5.004 -2.250 0.322 0.450
S 5.500 -2.368 2.081 -0.329
C 1.913 -4.634 -2.813 1.314
C 3.050 -4.528 -3.864 -1.316
C 4.438 -4.079 -3.448 0.205
F 5.234 -4.202 -4.589 -0.403
C 1.034 -5.828 -3.342 0.726
F 0.791 -5.552 -4.659 -0.355
F 1.724 -7.000 -3.324 -0.291
C -0.375 -6.163 -2.795 -0.140
F -1.299 -5.256 -3.183 -0.245
F -0.415 -6.387 -1.465 -0.205
O 1.066 -3.475 -3.089 -0.421
H 2.640 -5.546 0.502 0.241
H 1.618 -6.466 -0.542 0.587
H 4.614 -6.098 -0.998 0.230
H 3.528 -7.026 -2.041 0.241
H 2.544 -2.742 -0.088 1.209
H 3.181 -2.667 -1.681 0.685
H 4.499 -4.314 0.588 0.771
H 5.189 -3.935 -0.965 0.275
H 4.202 -1.534 0.349 -0.904
H 5.848 -1.896 -0.245 0.579
H 6.207 -3.508 2.109 0.124
H 2.695 -3.827 -4.615 0.540
H 3.202 -5.461 -4.399 0.456
H 4.519 -3.046 -3.132 0.100
H 4.855 -4.773 -2.725 0.131
H -0.649 -7.103 -3.286 0.396
O 3.174 0.714 0.469 -0.690
S 3.874 0.958 -0.768 1.445
O 4.825 -0.007 -1.271 -0.746
C 2.678 1.345 -2.037 -0.361
C 2.514 2.859 -1.947 -0.656
C 3.931 3.426 -1.773 -0.615
C 4.631 2.586 -0.696 -0.889
H 1.761 0.791 -1.849 0.048
H 3.107 1.047 -2.994 0.379
H 2.024 3.259 -2.833 0.398
H 1.903 3.116 -1.079 0.287
H 4.475 3.344 -2.716 0.300
H 3.914 4.479 -1.495 0.348
H 5.698 2.484 -0.877 0.351
H 4.461 2.984 0.302 0.385
O 2.087 -3.494 1.592 -0.585
S 1.434 -3.678 2.873 0.992
O 1.358 -4.984 3.479 -0.848
C 2.102 -2.501 4.036 -0.607
C 1.228 -1.262 3.862 -0.371
C -0.215 -1.775 3.756 -0.689
C -0.209 -2.952 2.772 -0.308
H 3.152 -2.331 3.811 0.146
H 1.994 -2.931 5.032 0.390
H 1.352 -0.569 4.692 0.467
H 1.503 -0.739 2.942 0.089
H -0.554 -2.116 4.736 0.303
H -0.898 -0.994 3.427 0.353
H -0.943 -3.713 3.027 0.456
H -0.361 -2.621 1.745 -0.108
O -2.019 1.906 0.885 -0.539
S -2.923 1.624 -0.204 1.182
O -3.009 2.491 -1.356 -0.656
C -2.659 -0.058 -0.744 -0.208
C -3.593 -0.886 0.128 -0.468
C -4.914 -0.107 0.186 -0.876
C -4.570 1.361 0.472 -0.441
H -1.610 -0.321 -0.624 -0.089
H -2.942 -0.118 -1.794 0.274
H -3.728 -1.888 -0.277 0.392
H -3.177 -0.982 1.134 0.159
H -5.424 -0.185 -0.777 0.302
H -5.586 -0.505 0.945 0.392
H -5.258 2.052 -0.004 0.251
H -4.526 1.566 1.540 0.340
O -0.333 4.746 4.973 -0.666
S -1.757 4.519 4.983 1.189
O -2.362 3.628 5.943 -0.690
C -2.584 6.107 5.044 -0.798
C -2.754 6.495 3.578 -0.749
C -3.203 5.219 2.854 0.209
C -2.290 4.080 3.325 -0.692
H -1.980 6.807 5.617 0.438
H -3.548 5.958 5.529 0.349
H -3.477 7.303 3.462 0.386
H -1.800 6.835 3.170 0.331
H -4.239 4.996 3.118 0.344
H -3.157 5.328 1.775 -0.327
H -2.806 3.126 3.364 0.237
H -1.403 3.990 2.703 0.376
O -3.114 5.671 -0.576 -0.680
S -4.535 5.443 -0.563 1.479
O -5.153 4.559 0.397 -0.674
C -5.362 7.031 -0.511 -0.906
C -5.530 7.414 -1.978 -0.592
C -5.980 6.134 -2.695 -0.672
C -5.069 4.994 -2.218 -0.653
H -4.758 7.734 0.058 0.391
H -6.327 6.885 -0.026 0.376
H -6.251 8.221 -2.098 0.362
H -4.575 7.751 -2.386 0.290
H -7.016 5.914 -2.430 0.300
H -5.935 6.241 -3.777 0.336
H -5.591 4.042 -2.172 0.267
H -4.179 4.900 -2.834 0.425
```

* HOMO: -8.6 eV
* frontier orbital gap: 8.91 eV
* LUMO energy: 0.26 eV
* energy: -153869.2152 eV
* M: 991.2 g/mol
* SMILES string: O=S1(=O)O[C@](CCF)(CCCS)[C@@](CCF)(C(F)(F)C(F)F)O1.O=S1(=O)CCCC1.O=S1(=O)CCCC1.O=S1(=O)CCCC1.O=S1(=O)CCCC1.O=S1(=O)CCCC1